1.
The following is a quantum chemistry calculation of 2 unconnected molecules or ions with the total composition C3H9NO3 in a non-equilibrium geometry, from the Open Molecules 2025 dataset.

```
! RIJCOSX wB97M-V def2-TZVPD def2/J DEFGRID3
* xyz 0 1
N -0.85 -1.06 -1.81
C -1.09 -0.16 -0.72
C -0.10 -0.44 0.51
C 1.39 -0.45 0.19
O 2.37 -0.26 0.94
O 1.67 -0.54 -1.11
H -1.21 -2.00 -1.61
H -1.36 -0.73 -2.63
H -1.09 0.88 -1.10
H -2.10 -0.35 -0.30
H -0.40 -1.43 0.91
H -0.20 0.30 1.33
H 0.84 -0.76 -1.62
O 1.00 2.51 2.54
H 0.35 1.86 2.88
H 0.77 2.63 1.60
*
```

- structure (SMILES) = NCCC(=O)O.O
- E_HOMO (Ha) = -0.36534
- E (eV) = -10889.4370
- LUMO (eV) = 0.3
- frontier orbital gap (eV) = 10.3
- ΔE to the lowest compared entry with this formula, charge and spin (kJ/mol) = 110.4

2.
The following is a quantum chemistry calculation of 2 unconnected molecules or ions with the total composition C3H9NO3 in a non-equilibrium geometry, from the Open Molecules 2025 dataset.

```
! RIJCOSX wB97M-V def2-TZVPD def2/J DEFGRID3
* xyz 0 1
O 1.77 1.19 -0.78
C 1.38 0.20 -1.41
C 0.24 -0.55 -0.81
N -0.96 0.28 -0.55
C -2.18 -0.34 0.00
O -2.99 0.62 0.81
H 2.04 -0.29 -2.12
H 0.60 -0.90 0.20
H 0.03 -1.46 -1.49
H -0.62 1.11 -0.06
H -2.85 -0.57 -0.84
H -1.77 -1.19 0.52
H -3.43 0.01 1.43
O 2.80 0.29 1.83
H 3.21 0.96 2.35
H 2.72 0.65 0.93
*
```

- structure (SMILES) = O=CCNCO.O
- E_HOMO (Ha) = -0.33019
- E (eV) = -10887.6457
- LUMO (eV) = 0.2
- frontier orbital gap (eV) = 9.2
- ΔE to the lowest compared entry with this formula, charge and spin (kJ/mol) = 283.3

3.
The following is a quantum chemistry calculation of 3 unconnected molecules or ions with the total composition C3H9NO3 in a non-equilibrium geometry, from the Open Molecules 2025 dataset.

```
! RIJCOSX wB97M-V def2-TZVPD def2/J DEFGRID3
* xyz 0 1
C 0.32 -0.14 -0.53
C 0.26 0.71 0.55
C 2.36 0.09 0.22
N -1.88 0.68 0.36
O -2.25 0.30 -1.02
O -2.32 -0.38 1.18
O 0.00 -1.44 -0.44
H -3.17 0.58 -1.09
H -1.88 -1.19 0.88
H -0.37 -1.74 -1.28
H 0.37 0.27 -1.53
H 0.36 1.76 0.37
H 0.21 0.34 1.57
H 2.82 0.28 -0.75
H 2.69 0.81 0.96
H 2.47 -0.94 0.56
*
```

- E_HOMO (spin up / spin down) (Ha) = -0.24476 / -0.24484
- E (eV) = -10881.7331
- LUMO (spin up / spin down) (eV) = 0.5 / 0.5
- frontier orbital gap (spin up / spin down) (eV) = 7.2 / 7.2
- ΔE to the lowest compared entry with this formula, charge and spin (kJ/mol) = 853.7

4.
The following is a quantum chemistry calculation of 2 unconnected molecules or ions with the total composition C3H9NO3 in a non-equilibrium geometry, from the Open Molecules 2025 dataset.

```
! RIJCOSX wB97M-V def2-TZVPD def2/J DEFGRID3
* xyz 0 1
N 0.91 -2.21 0.47
C 1.94 -1.32 0.66
O 3.09 -1.66 0.67
C 1.53 0.12 0.95
C 0.56 0.78 -0.04
O 0.43 0.14 -1.33
H 1.27 -3.12 0.23
H 0.10 -1.84 0.01
H 1.16 0.20 1.97
H 2.48 0.65 0.91
H -0.42 0.81 0.40
H 0.91 1.77 -0.26
H 1.25 -0.36 -1.48
O -5.12 2.15 -0.67
H -4.47 1.53 -1.04
H -5.62 2.38 -1.47
*
```

- structure (SMILES) = NC(=O)CCO.O
- E_HOMO (Ha) = -0.37094
- E (eV) = -10889.4992
- LUMO (eV) = 0.5
- frontier orbital gap (eV) = 10.6
- ΔE to the lowest compared entry with this formula, charge and spin (kJ/mol) = 104.4

5.
The following is a quantum chemistry calculation of 2 unconnected molecules or ions with the total composition C3H9NO3 in a non-equilibrium geometry, from the Open Molecules 2025 dataset.

```
! RIJCOSX wB97M-V def2-TZVPD def2/J DEFGRID3
* xyz 0 1
C 1.01 -2.35 -0.56
C -0.35 -2.08 -0.12
N -0.53 -0.98 0.81
C -0.76 0.23 0.33
O -0.99 0.42 -0.89
O -0.14 1.28 1.03
H 1.03 -3.37 -0.94
H 1.26 -1.71 -1.41
H 1.76 -2.31 0.29
H -1.11 -1.90 -0.82
H -0.75 -2.90 0.58
H -0.23 -1.26 1.84
H -0.46 2.09 0.61
O -0.23 4.81 -0.41
H 0.29 5.69 -0.70
H 0.20 4.33 0.37
*
```

- structure (SMILES) = CCNC(=O)O.O
- E_HOMO (Ha) = -0.36148
- E (eV) = -10888.7209
- LUMO (eV) = 0.5
- frontier orbital gap (eV) = 10.4
- ΔE to the lowest compared entry with this formula, charge and spin (kJ/mol) = 179.5

6.
The following is a quantum chemistry calculation of 2 unconnected molecules or ions with the total composition C3H9NO3 in a non-equilibrium geometry, from the Open Molecules 2025 dataset.

```
! RIJCOSX wB97M-V def2-TZVPD def2/J DEFGRID3
* xyz 0 1
N -0.46 1.25 -1.92
C 0.45 0.15 -1.53
C 1.05 0.15 -0.05
O 0.08 0.65 0.85
C 0.08 1.92 1.31
O -0.79 2.51 1.94
H -1.16 1.63 -1.27
H -0.95 1.15 -2.82
H 1.28 0.08 -2.25
H -0.20 -0.74 -1.66
H 1.37 -0.88 0.23
H 1.95 0.78 -0.10
H 0.94 2.43 0.84
O -1.46 -3.78 1.84
H -0.48 -3.86 1.86
H -1.70 -3.45 2.73
*
```

- structure (SMILES) = NCCOC=O.O
- E_HOMO (Ha) = -0.33535
- E (eV) = -10888.3733
- LUMO (eV) = 0.6
- frontier orbital gap (eV) = 9.7
- ΔE to the lowest compared entry with this formula, charge and spin (kJ/mol) = 213.1

7.
The following is a quantum chemistry calculation of 2 unconnected molecules or ions with the total composition C3H9NO3 in a non-equilibrium geometry, from the Open Molecules 2025 dataset.

```
! RIJCOSX wB97M-V def2-TZVPD def2/J DEFGRID3
* xyz 0 1
N 1.00 0.14 -1.44
C 0.14 -0.94 -1.53
O 0.28 -1.78 -2.38
C -1.06 -0.77 -0.59
C -0.93 -0.98 0.92
O -0.20 0.16 1.47
H 1.63 0.38 -2.17
H 0.92 0.67 -0.58
H -1.63 0.15 -0.79
H -1.78 -1.46 -1.04
H -1.93 -1.02 1.32
H -0.14 -1.74 1.16
H -0.62 0.71 2.13
O 1.78 2.20 1.03
H 1.57 1.81 1.87
H 0.96 2.47 0.62
*
```

- structure (SMILES) = NC(=O)CCO.O
- E_HOMO (Ha) = -0.36057
- E (eV) = -10889.1484
- LUMO (eV) = 0.3
- frontier orbital gap (eV) = 10.1
- ΔE to the lowest compared entry with this formula, charge and spin (kJ/mol) = 138.3

8.
The following is a quantum chemistry calculation of 2 unconnected molecules or ions with the total composition C3H9NO3 in a non-equilibrium geometry, from the Open Molecules 2025 dataset.

```
! RIJCOSX wB97M-V def2-TZVPD def2/J DEFGRID3
* xyz 0 1
N 0.00 0.00 0.00
C 0.65 1.14 -0.67
C 2.13 1.21 -0.32
O 2.73 -0.06 -0.57
C 3.13 -0.37 -1.76
O 3.72 -1.45 -1.99
H 0.23 -0.09 1.00
H 0.34 -0.86 -0.44
H 0.52 1.06 -1.77
H 0.13 2.06 -0.34
H 2.63 1.98 -0.93
H 2.30 1.45 0.75
H 2.74 0.37 -2.49
O 5.06 1.40 0.82
H 5.34 0.77 0.12
H 5.47 2.26 0.57
*
```

- structure (SMILES) = NCCOC=O.O
- E_HOMO (Ha) = -0.35492
- E (eV) = -10888.8160
- LUMO (eV) = 0.5
- frontier orbital gap (eV) = 10.2
- ΔE to the lowest compared entry with this formula, charge and spin (kJ/mol) = 170.3

9.
The following is a quantum chemistry calculation of 2 unconnected molecules or ions with the total composition C3H9NO3 in a non-equilibrium geometry, from the Open Molecules 2025 dataset.

```
! RIJCOSX wB97M-V def2-TZVPD def2/J DEFGRID3
* xyz 1 2
C -1.26 0.22 0.33
N 0.00 0.78 0.12
C 0.68 0.45 -1.12
O 1.36 1.53 -1.47
O 0.60 -0.59 -1.67
C -1.79 0.29 1.82
H -1.36 -0.76 -0.09
H -1.98 0.91 -0.16
H 0.12 1.76 0.37
H 1.85 1.48 -2.31
H -2.26 -0.68 2.00
H -0.93 0.38 2.47
H -2.53 1.05 1.92
H 3.24 -1.97 -0.69
H 1.74 -2.25 -0.99
O 2.52 -2.58 -0.54
*
```

- E_HOMO (spin up / spin down) (Ha) = -0.52678 / -0.52669
- E (eV) = -10880.3430
- LUMO (spin up / spin down) (eV) = -3.6 / -9.3
- frontier orbital gap (spin up / spin down) (eV) = 10.8 / 5.0
- ΔE to the lowest compared entry with this formula, charge and spin (kJ/mol) = 44.4

10.
The following is a quantum chemistry calculation of 2 unconnected molecules or ions with the total composition C3H9NO3 in a non-equilibrium geometry, from the Open Molecules 2025 dataset.

```
! RIJCOSX wB97M-V def2-TZVPD def2/J DEFGRID3
* xyz 1 2
C 1.08 1.97 0.86
N 1.42 0.67 0.31
C 0.51 -0.37 0.67
C -0.86 -0.09 0.02
O -1.84 -0.38 0.91
O -1.06 0.60 -0.93
H 2.04 2.50 0.73
H 0.84 1.89 1.89
H 0.23 2.42 0.34
H 1.61 0.64 -0.68
H 0.28 -0.62 1.73
H 0.73 -1.35 0.17
H -2.75 -0.45 0.59
H -0.31 -1.86 -1.95
H -1.44 -2.86 -2.30
O -0.47 -2.72 -2.36
*
```

- E_HOMO (spin up / spin down) (Ha) = -0.54542 / -0.54542
- E (eV) = -10879.9898
- LUMO (spin up / spin down) (eV) = -3.6 / -8.9
- frontier orbital gap (spin up / spin down) (eV) = 11.3 / 5.9
- ΔE to the lowest compared entry with this formula, charge and spin (kJ/mol) = 78.5

11.
The following is a quantum chemistry calculation of 2 unconnected molecules or ions with the total composition C3H9NO3 in a non-equilibrium geometry, from the Open Molecules 2025 dataset.

```
! RIJCOSX wB97M-V def2-TZVPD def2/J DEFGRID3
* xyz 1 2
O -0.28 0.93 1.99
C 0.65 0.45 1.43
C 0.53 -0.83 0.59
C -0.96 -0.86 -0.08
O -1.26 -2.08 -0.57
N 1.56 -1.04 -0.31
H 1.68 0.84 1.54
H 0.48 -1.69 1.28
H -0.94 -0.07 -0.84
H -1.65 -0.65 0.74
H -1.02 -2.27 -1.48
H 1.49 -1.92 -0.81
H 1.84 -0.29 -0.93
H -1.26 3.12 -1.37
H -0.24 2.81 -0.36
O -0.61 3.57 -0.81
*
```

- E_HOMO (spin up / spin down) (Ha) = -0.53974 / -0.53973
- E (eV) = -10879.2240
- LUMO (spin up / spin down) (eV) = -4.5 / -9.1
- frontier orbital gap (spin up / spin down) (eV) = 10.2 / 5.6
- ΔE to the lowest compared entry with this formula, charge and spin (kJ/mol) = 152.3

12.
The following is a quantum chemistry calculation of 3 unconnected molecules or ions with the total composition C3H9NO4 in a non-equilibrium geometry, from the Open Molecules 2025 dataset.

```
! RIJCOSX wB97M-V def2-TZVPD def2/J DEFGRID3
* xyz 1 2
O 1.94 -2.06 0.39
C 1.33 -1.10 -0.04
N 2.07 0.04 -0.29
C 1.51 1.34 -0.49
O 2.18 2.30 -0.58
C -0.01 -1.16 -0.67
H 3.07 0.11 -0.12
H 0.42 1.37 -0.44
H -0.77 -0.51 -0.23
H -0.01 -0.99 -1.72
H -0.40 -2.19 -0.59
H -2.93 -0.34 -1.48
H -3.44 -0.11 -0.07
O -2.60 -0.05 -0.62
H -0.20 1.02 1.78
H -1.50 1.42 2.57
O -0.69 0.89 2.61
*
```

- E_HOMO (spin up / spin down) (Ha) = -0.55444 / -0.55442
- E (eV) = -12926.9476
- LUMO (spin up / spin down) (eV) = -5.4 / -9.8
- frontier orbital gap (spin up / spin down) (eV) = 9.7 / 5.3
- ΔE to the lowest compared entry with this formula, charge and spin (kJ/mol) = 64.5

13.
The following is a quantum chemistry calculation of a molecular structure, C3H9NO4S in a non-equilibrium geometry, from the Open Molecules 2025 dataset.

```
! RIJCOSX wB97M-V def2-TZVPD def2/J DEFGRID3
* xyz 0 1
C -0.44 -1.11 1.18
C -0.25 -1.02 -1.16
C -1.03 0.96 0.14
N -0.99 -0.44 -0.03
O 2.10 -0.04 0.07
O 2.68 2.31 0.32
O 1.16 1.49 -1.39
O 0.47 1.41 1.05
S 1.72 1.34 -0.09
H 0.60 -0.89 1.10
H -1.02 -0.67 2.06
H -0.62 -2.19 1.01
H -0.72 -0.77 -2.12
H 0.72 -0.45 -1.13
H -0.19 -2.08 -1.00
H -1.76 1.50 0.77
H -0.47 1.41 -0.80
H -1.95 -0.75 0.02
*
```

- E_HOMO (Ha) = -0.34855
- E (eV) = -23768.3002
- LUMO (eV) = -0.4
- frontier orbital gap (eV) = 9.1
- ΔE to the lowest compared entry with this formula, charge and spin (kJ/mol) = 301.4

14.
The following is a quantum chemistry calculation of 2 unconnected molecules or ions with the total composition C3H9NO4S in a non-equilibrium geometry, from the Open Molecules 2025 dataset.

```
! RIJCOSX wB97M-V def2-TZVPD def2/J DEFGRID3
* xyz 0 1
C 0.68 2.40 -0.42
C 0.16 1.18 1.50
C 0.20 -1.54 0.44
N 1.35 -1.58 -0.35
O -0.86 -0.09 -1.39
O -1.61 -2.41 -1.35
O -2.33 -0.89 0.44
O 1.10 1.73 0.75
S -1.21 -1.11 -0.44
H 0.10 1.73 -1.06
H 1.58 2.73 -0.93
H 0.06 3.27 -0.17
H -0.88 1.23 1.24
H 0.50 0.74 2.42
H 0.11 -2.18 1.29
H -2.32 -2.87 -0.91
H 1.18 -1.04 -1.19
H 2.20 -1.29 0.12
*
```

- E_HOMO (spin up / spin down) (Ha) = -0.25833 / -0.29551
- E (eV) = -23768.2667
- LUMO (spin up / spin down) (eV) = -0.3 / 0.7
- frontier orbital gap (spin up / spin down) (eV) = 6.7 / 8.7
- ΔE to the lowest compared entry with this formula, charge and spin (kJ/mol) = 304.7

15.
The following is a quantum chemistry calculation of 2 unconnected molecules or ions with the total composition C3H9NOS in a non-equilibrium geometry, from the Open Molecules 2025 dataset.

```
! RIJCOSX wB97M-V def2-TZVPD def2/J DEFGRID3
* xyz 0 1
N 2.18 0.15 1.64
C 2.19 -0.71 0.54
O 2.52 -1.87 0.50
H 1.80 1.09 1.57
H 2.62 0.01 2.55
H 1.70 -0.10 -0.36
C -1.39 -0.88 0.31
S -1.52 1.01 0.08
C -1.50 1.21 -1.68
H -1.40 -1.37 -0.62
H -0.45 -1.21 0.69
H -2.28 -1.15 0.84
H -0.81 1.98 -1.92
H -2.44 1.63 -1.91
H -1.23 0.19 -2.23
*
```

- structure (SMILES) = NC=O.CSC
- E_HOMO (Ha) = -0.31713
- E (eV) = -17629.0442
- LUMO (eV) = 0.8
- frontier orbital gap (eV) = 9.4
- ΔE to the lowest compared entry with this formula, charge and spin (kJ/mol) = 112.0

16.
The following is a quantum chemistry calculation of a molecular structure, C3H9NOS in a non-equilibrium geometry, from the Open Molecules 2025 dataset.

```
! RIJCOSX wB97M-V def2-TZVPD def2/J DEFGRID3
* xyz 0 1
C 0.87 -0.20 -1.40
C -0.45 -0.82 -1.01
S -0.24 -2.35 -0.23
N 0.39 -0.52 2.18
C -0.46 0.33 1.81
O -0.10 1.80 0.14
H 0.71 0.80 -1.80
H 1.53 -0.82 -2.00
H -0.97 -0.12 -0.32
H -1.13 -0.97 -1.86
H 0.27 -1.38 1.43
H 1.43 0.02 -0.49
H -1.34 0.43 2.46
H -0.26 1.05 0.85
H -0.25 2.75 0.22
*
```

- E_HOMO (Ha) = -0.29903
- E (eV) = -17622.9475
- LUMO (eV) = -2.6
- frontier orbital gap (eV) = 5.5
- ΔE to the lowest compared entry with this formula, charge and spin (kJ/mol) = 700.2